{"formula": "C14H22BBrN2O6P", "method": "ωB97M-V/def2-TZVPD", "spin_multiplicity": 1, "smiles": "CCB(O)[N@@H+]1[C@H](CC(=O)Br)O[C@@H](COc2ccccc2)[C@@H]1P(=N)(O)O", "total_charge": 1, "e_tot_ha": -4047.589632, "elements": ["C", "C", "B", "O", "N", "C", "C", "C", "O", "Br", "O", "C", "C", "O", "C", "C", "C", "C", "C", "C", "C", "P", "N", "O", "O", "H", "H", "H", "H", "H", "H", "H", "H", "H", "H", "H", "H", "H", "H", "H", "H", "H", "H", "H", "H", "H", "H"], "positions_angstrom": [[1.61577, 2.05659, 1.19645], [0.27188, 2.82960, 1.57941], [-0.88300, 1.93380, 2.19961], [-1.35976, 2.29526, 3.48210], [-1.58211, 0.71861, 1.59647], [-1.24456, -0.67127, 2.15079], [0.12031, -0.84160, 2.91115], [0.05938, -0.54876, 4.44629], [-0.87815, -0.68064, 5.15273], [1.77660, 0.05822, 5.25008], [-1.12579, -1.60997, 1.06881], [-0.74031, -0.84804, -0.14425], [-1.25162, -1.74944, -1.34895], [-0.79031, -1.28567, -2.61607], [0.50644, -1.80683, -2.80327], [1.63689, -0.88450, -2.66541], [3.01150, -1.36842, -2.82844], [3.30852, -2.78088, -3.11734], [2.15547, -3.68052, -3.26942], [0.78709, -3.21035, -3.12165], [-1.64950, 0.43968, 0.13238], [-1.62181, 1.79209, -1.15011], [-2.41429, 3.09628, -0.77978], [-2.32966, 1.17489, -2.53982], [-0.01980, 2.08212, -1.55974], [2.09028, 2.64343, 0.36102], [1.43593, 1.03089, 0.79038], [2.30310, 2.09555, 2.07420], [0.56503, 3.60657, 2.34356], [-0.07382, 3.43415, 0.68880], [-1.91059, 3.10229, 3.40664], [-2.57171, 0.87005, 1.85980], [-2.09249, -0.90903, 2.85472], [0.40006, -1.93031, 2.81030], [0.98323, -0.26858, 2.48654], [0.36495, -0.75177, -0.01021], [-0.89916, -2.79122, -1.10275], [-2.37529, -1.79649, -1.31210], [1.47707, 0.19439, -2.44035], [3.86050, -0.64416, -2.72967], [4.35421, -3.15486, -3.21772], [2.33115, -4.75586, -3.49676], [-0.07891, -3.91544, -3.21048], [-2.68395, -0.00557, 0.01073], [-2.79403, 2.98855, 0.16605], [-1.89966, 1.68486, -3.26001], [-0.01985, 2.80666, -2.22243]], "atomic_forces_ev_per_a": [[-0.207, 0.986, -0.625], [0.521, 0.113, -0.328], [1.297, 2.716, 1.907], [-0.746, -0.854, -2.284], [-0.693, -0.489, -0.653], [1.068, -2.316, 1.487], [0.496, 0.499, 0.684], [0.181, 0.079, 0.002], [0.125, -0.006, -0.683], [-0.593, -0.273, -0.631], [-1.121, 1.787, -0.042], [-1.092, -0.503, 1.473], [-0.155, 0.006, 1.027], [0.797, -1.353, 0.943], [3.324, -0.217, -0.619], [0.512, -1.982, -0.454], [-1.003, -1.439, -0.215], [-2.824, 1.106, 0.266], [0.106, 1.718, 0.423], [0.695, 1.342, 0.425], [0.162, -1.843, -2.640], [-0.631, 1.904, -1.708], [0.751, -1.517, 0.991], [2.004, 0.660, 1.859], [-2.107, -0.626, 0.028], [-0.303, -0.718, 0.886], [0.316, 0.754, 0.502], [-0.524, -0.514, -0.750], [-0.550, -0.879, -0.631], [0.150, -0.852, 0.811], [0.623, -0.230, 0.555], [0.559, -0.050, 0.189], [0.890, -0.174, -0.866], [-0.428, 1.086, 0.155], [-0.859, -0.372, 0.162], [-0.817, 0.485, -0.984], [-0.198, 1.018, -0.386], [1.026, 0.360, -0.243], [-0.028, -1.034, -0.227], [-0.984, -0.764, -0.081], [-1.119, 0.426, 0.075], [-0.215, 1.012, 0.201], [1.006, 0.683, -0.017], [1.009, 0.598, -0.199], [-0.119, 0.624, -0.329], [-0.485, -0.683, 0.026], [0.183, -0.274, 0.518]]}

{"formula": "C14H22Br2F9FeO6", "method": "ωB97M-V/def2-TZVPD", "relative_energy_kj_mol": 70.7, "s_squared": 6.009, "spin_multiplicity": 5, "total_charge": -1, "e_tot_ha": -8308.715901, "elements": ["Fe", "C", "O", "O", "C", "F", "F", "F", "C", "C", "H", "H", "H", "H", "H", "H", "C", "O", "O", "C", "F", "F", "F", "C", "C", "H", "H", "H", "H", "H", "H", "C", "O", "O", "C", "F", "F", "F", "C", "C", "H", "H", "H", "H", "H", "H", "Br", "C", "C", "Br", "H", "H", "H", "H"], "positions_angstrom": [[-0.01089, 0.33131, 0.49274], [1.87420, 2.30063, 0.22992], [0.57661, 2.35922, 0.81229], [1.96638, 1.01007, -0.18521], [2.06584, 3.33027, -0.89651], [0.92050, 3.46231, -1.59170], [2.37164, 4.57878, -0.46711], [3.01976, 2.98612, -1.74181], [0.32387, 3.50612, 1.62937], [-1.19842, 3.61763, 1.80732], [-1.59519, 2.68156, 2.20711], [-1.33929, 4.35961, 2.59679], [-1.67407, 3.81569, 0.85163], [0.68872, 4.46734, 1.26698], [0.80594, 3.33612, 2.59846], [2.63625, 2.39319, 1.02145], [0.36735, -2.47034, -1.40575], [1.46766, -2.61106, -2.29159], [0.42791, -1.25418, -0.87450], [-0.96256, -2.86042, -2.09959], [-0.99760, -2.47240, -3.39542], [-1.20594, -4.17977, -2.00542], [-2.04892, -2.26054, -1.53048], [1.67981, -3.89733, -2.82672], [2.86441, -3.83556, -3.77223], [2.57495, -3.29620, -4.67961], [3.81283, -3.48209, -3.38135], [2.95366, -4.83223, -4.23046], [0.85959, -4.21167, -3.48771], [1.79120, -4.63781, -2.02711], [0.50017, -3.22630, -0.60477], [-1.21768, -0.43085, 2.79018], [0.16596, -0.09647, 2.70711], [-1.66577, -0.29016, 1.51226], [-1.47501, -1.80770, 3.39832], [-2.73967, -2.18443, 3.16356], [-0.65175, -2.74751, 2.92748], [-1.34703, -1.82448, 4.75473], [0.95822, -0.22297, 3.87914], [2.25545, 0.52165, 3.62974], [2.16416, 1.53794, 3.22447], [2.79841, 0.71927, 4.55804], [2.89912, 0.07778, 2.86847], [1.19004, -1.27114, 4.09235], [0.47469, 0.09045, 4.80965], [-1.66711, 0.35073, 3.42534], [-5.66195, 0.64888, -3.66566], [-4.01769, 1.54007, -3.03336], [-2.84304, 0.57416, -2.99868], [-1.52410, 1.31406, -1.72414], [-4.28660, 1.89813, -2.04626], [-3.81082, 2.37647, -3.69400], [-2.31731, 0.60850, -3.94373], [-3.19689, -0.39044, -2.65399]], "atomic_forces_ev_per_a": [[0.859, -2.102, -1.368], [1.210, -3.301, 0.348], [-0.110, 2.566, 0.086], [-1.019, 0.947, -0.140], [-0.869, -0.031, -0.072], [-0.060, 0.026, -0.218], [0.158, 0.202, 0.384], [0.390, -0.208, -0.167], [-1.317, -0.460, 0.718], [1.051, -0.494, 0.668], [0.014, -0.093, -0.167], [-0.472, 0.304, -0.405], [-0.166, 0.336, 0.106], [0.294, -0.330, -0.610], [-0.013, 0.017, 0.062], [0.018, 1.172, 0.128], [0.879, 0.889, 2.105], [-0.061, -0.382, -0.785], [-0.954, 0.299, -0.174], [-0.591, 1.326, 0.254], [-0.066, -0.495, -0.066], [0.026, -0.225, -0.492], [0.520, -0.245, -0.046], [0.115, 0.504, -0.465], [-0.485, -0.869, -1.005], [0.135, 0.697, 0.407], [-0.055, 0.027, 0.164], [0.486, -0.147, 0.529], [-0.252, -0.075, 0.392], [0.104, -0.065, 0.033], [-0.162, -0.516, -0.115], [-0.600, 1.709, -1.703], [0.446, -0.505, 1.133], [0.512, -0.238, 0.671], [-0.341, -0.375, 0.026], [0.104, -0.044, -0.106], [-0.018, -0.048, -0.100], [0.201, 0.210, -0.038], [0.991, -0.094, -0.079], [0.545, 1.028, -0.093], [-0.824, -0.092, 0.081], [0.137, -0.572, 0.013], [-0.057, -0.544, 0.298], [0.000, -0.146, -0.346], [-0.411, 0.588, -0.353], [-0.210, -0.365, 0.596], [0.338, 0.151, -0.121], [0.018, -0.015, 0.127], [-0.388, 0.800, 0.492], [-0.470, 0.078, -0.470], [0.070, -0.017, 0.015], [-0.210, 0.035, 0.004], [-0.035, -0.618, -0.062], [0.592, -0.197, -0.074]]}

{"formula": "C14H22ClN2O3", "method": "ωB97M-V/def2-TZVPD", "relative_energy_kj_mol": 175.4, "spin_multiplicity": 1, "smiles": "CCN(CC)CCOC(=O)c1cc(Cl)c([NH3+])cc1OC", "total_charge": 1, "e_tot_ha": -1341.832004, "elements": ["C", "C", "N", "C", "C", "C", "C", "O", "C", "O", "C", "C", "C", "Cl", "C", "N", "C", "C", "O", "C", "H", "H", "H", "H", "H", "H", "H", "H", "H", "H", "H", "H", "H", "H", "H", "H", "H", "H", "H", "H", "H", "H"], "positions_angstrom": [[1.22777, 0.97394, -2.28731], [1.96465, -0.34619, -2.07843], [2.24630, -0.61844, -0.67160], [3.44489, 0.08446, -0.22470], [3.62645, 0.06440, 1.28818], [2.27060, -2.03859, -0.34890], [1.34776, -2.34610, 0.83973], [0.05897, -1.78940, 0.56233], [-0.35683, -0.79862, 1.33165], [0.14959, -0.43486, 2.36024], [-1.64152, -0.22215, 0.79347], [-2.64453, -1.14742, 0.52047], [-3.90590, -0.74473, 0.12764], [-5.19372, -1.87701, -0.19996], [-4.16689, 0.61747, -0.00044], [-5.52872, 0.99755, -0.39780], [-3.18534, 1.54742, 0.23174], [-1.88786, 1.15676, 0.62759], [-1.05346, 2.17700, 0.74936], [0.32357, 2.04219, 1.07056], [0.25876, 0.95000, -1.79318], [1.06579, 1.12708, -3.35120], [1.79778, 1.81723, -1.90786], [2.89237, -0.34116, -2.67224], [1.32629, -1.14427, -2.46339], [4.34554, -0.33617, -0.70479], [3.35186, 1.12224, -0.55089], [2.71269, 0.36725, 1.79184], [3.91248, -0.92241, 1.64219], [4.41685, 0.75842, 1.56145], [1.91785, -2.62225, -1.20254], [3.27918, -2.38844, -0.10052], [1.72315, -1.91242, 1.76859], [1.22284, -3.42510, 0.95596], [-2.42082, -2.19639, 0.63373], [-5.54229, 1.51334, -1.28583], [-5.99469, 1.56308, 0.32210], [-6.01085, 0.06878, -0.50360], [-3.36807, 2.60465, 0.12144], [0.74885, 3.02764, 0.88742], [0.45473, 1.77118, 2.11974], [0.81389, 1.30006, 0.43781]], "atomic_forces_ev_per_a": [[0.196, -0.287, -0.045], [-0.166, 0.184, -0.109], [0.021, -0.071, -0.012], [0.009, 0.054, 0.172], [0.032, 0.074, -0.312], [-0.447, -0.005, 0.295], [0.735, -0.159, 0.074], [-0.225, -0.201, -0.337], [-0.097, 0.253, 0.289], [-0.120, -0.089, -0.081], [0.148, 0.189, 0.045], [-0.253, 0.167, -0.113], [-0.102, 0.038, 0.003], [0.249, -0.075, 0.079], [0.651, -0.354, 0.186], [-0.046, -0.222, -0.010], [0.069, 0.014, 0.054], [-0.467, -0.395, -0.159], [-0.404, 0.166, -0.008], [0.667, 0.104, 0.289], [-0.110, 0.014, 0.069], [-0.031, 0.102, -0.111], [0.022, 0.145, 0.033], [-0.054, -0.089, -0.012], [0.110, 0.002, 0.007], [-0.062, 0.083, -0.042], [0.077, -0.023, -0.040], [-0.117, 0.015, 0.102], [0.010, -0.094, 0.112], [0.107, 0.011, 0.085], [0.095, 0.044, 0.015], [-0.016, -0.065, -0.034], [-0.049, -0.124, -0.149], [-0.037, 0.110, 0.044], [-0.042, -0.104, -0.023], [-0.071, -0.166, 0.169], [0.026, -0.175, -0.172], [-0.134, 0.740, -0.065], [-0.038, 0.168, -0.036], [-0.033, -0.094, -0.053], [-0.062, 0.083, -0.188], [-0.041, 0.031, -0.012]]}

{"formula": "C14H22F3N2O3", "method": "ωB97M-V/def2-TZVPD", "relative_energy_kj_mol": 793.2, "spin_multiplicity": 1, "total_charge": 1, "e_tot_ha": -1180.916894, "elements": ["C", "C", "C", "C", "C", "C", "C", "C", "N", "N", "C", "C", "O", "H", "H", "H", "H", "H", "H", "H", "H", "H", "H", "H", "H", "H", "H", "H", "H", "H", "C", "C", "O", "C", "O", "C", "F", "F", "F", "H", "H", "H", "H", "H"], "positions_angstrom": [[5.10099, -2.86734, 0.49167], [5.35091, -1.52920, 1.42545], [4.34837, -0.27344, 1.08529], [2.83125, -0.76643, 0.60077], [1.81672, 0.49360, 0.86459], [0.23708, 0.19756, 0.54475], [-0.07796, -1.26262, -0.12983], [0.46602, -1.73226, -1.64076], [0.06197, -3.10980, -2.07813], [-0.69860, -4.08502, -1.52499], [-1.27066, -3.85414, -0.17980], [-0.96190, -2.44744, 0.57692], [-1.52644, -2.24565, 1.93963], [4.86830, -2.60470, -0.63682], [4.20666, -3.51259, 0.93376], [6.11040, -3.50018, 0.55865], [5.29308, -1.87123, 2.55304], [6.47286, -1.18563, 1.24377], [4.18376, 0.38745, 2.04170], [4.84408, 0.40450, 0.23834], [2.49440, -1.77642, 1.08753], [2.93469, -0.98060, -0.56654], [1.97588, 0.81500, 2.00253], [2.18389, 1.38057, 0.17407], [-0.33972, 0.23960, 1.58426], [-0.23003, 1.08838, -0.09477], [1.15812, -1.02169, -2.30518], [0.46422, -3.36962, -3.03298], [-1.93129, -4.69961, 0.33528], [-1.12894, -3.02751, 2.46413], [-3.93908, 1.37890, -0.08005], [-3.45334, 2.22782, -1.24033], [-4.35883, 3.31505, -1.48412], [-4.21456, 4.41401, -0.67519], [-3.37675, 4.49927, 0.21804], [-5.20187, 5.50927, -1.07484], [-6.46114, 5.03116, -1.29271], [-4.83118, 6.13916, -2.22660], [-5.32665, 6.48424, -0.13126], [-4.96558, 1.04003, -0.25454], [-3.29561, 0.50561, 0.05719], [-3.94839, 1.95190, 0.85268], [-3.43058, 1.62268, -2.15155], [-2.43452, 2.59736, -1.07297]], "atomic_forces_ev_per_a": [[0.370, -0.033, 0.495], [0.542, -0.226, -0.316], [-0.291, -0.346, 0.140], [0.899, 0.712, -0.826], [0.943, -0.271, -0.203], [-0.854, 0.018, 0.840], [-0.781, -3.508, -2.006], [-2.634, -1.586, 3.918], [1.207, 3.230, 0.510], [-0.958, 2.312, 4.326], [2.431, 3.054, -1.719], [0.605, 0.113, -1.320], [2.889, -2.125, -3.186], [0.584, -0.508, 2.334], [1.942, 1.321, -1.035], [-2.427, 1.225, -0.309], [-0.061, 0.838, -2.268], [-2.440, -0.610, 0.423], [0.549, -1.223, -1.832], [-1.246, -1.491, 1.843], [0.609, 2.050, -0.623], [-0.416, 0.398, 2.392], [-0.679, -0.639, -2.586], [-0.769, -1.791, 1.545], [1.063, -0.392, -2.377], [0.990, -2.244, 1.093], [-1.749, -2.100, 1.395], [-0.947, 0.180, 1.772], [1.674, 2.018, -1.507], [-1.059, 1.646, -0.912], [-0.247, 0.199, 0.294], [0.291, -0.485, 0.191], [-0.013, 1.568, 0.627], [2.311, -1.812, 1.115], [-2.144, 0.190, -2.042], [-1.962, 2.138, -0.497], [1.316, -0.035, 0.304], [0.133, -0.879, 0.963], [0.552, -1.351, -0.716], [0.208, -0.038, -0.085], [-0.035, 0.044, -0.051], [0.124, -0.081, -0.150], [-0.239, 0.347, -0.021], [-0.281, 0.174, 0.066]]}

{"formula": "C14H22I2LuNO4P2S", "method": "ωB97M-V/def2-TZVPD", "relative_energy_kj_mol": 57.0, "spin_multiplicity": 1, "total_charge": 2, "e_tot_ha": -3813.610834, "elements": ["I", "I", "Lu", "P", "C", "C", "H", "H", "H", "H", "H", "H", "C", "H", "H", "H", "P", "C", "C", "H", "H", "H", "C", "H", "H", "H", "H", "H", "H", "C", "O", "O", "S", "O", "N", "C", "O", "C", "C", "C", "C", "C", "C", "H", "H", "H", "H"], "positions_angstrom": [[-3.15327, 0.42874, -1.73940], [2.88298, 1.00225, -1.74751], [0.04503, 0.30350, -1.53836], [-0.43403, -2.26437, -1.91083], [-0.70391, -3.21383, -0.37506], [-1.74999, -2.75314, -3.03371], [-1.59617, -3.80221, -3.29684], [1.12907, -3.78495, -2.91333], [-1.73295, -2.11536, -3.92385], [1.41118, -2.09326, -3.48966], [-1.60461, -2.75652, 0.06521], [-2.71776, -2.58069, -2.55068], [1.18466, -2.72823, -2.61611], [-0.81124, -4.30952, -0.47202], [1.98937, -2.54059, -1.88732], [0.12606, -2.97927, 0.30601], [-0.39003, 2.96642, -1.86475], [-0.59057, 3.84390, -0.26134], [1.13196, 3.68611, -2.61449], [-1.71077, 3.00934, -3.86977], [-1.54441, 4.67189, -3.23556], [-2.68023, 3.47263, -2.48469], [-1.70290, 3.61879, -2.95751], [1.38107, 3.08342, -3.49644], [1.04342, 4.74242, -2.89873], [-0.58270, 4.93859, -0.37350], [0.21509, 3.53062, 0.41855], [1.97881, 3.52834, -1.92862], [-1.53616, 3.52665, 0.19778], [-0.94927, 0.79031, 0.47031], [-1.16480, 0.97749, 1.59033], [2.73171, 1.51857, 3.23656], [2.86086, 0.08379, 2.99229], [4.03806, -0.62213, 3.50773], [2.56025, -0.35256, 1.39539], [1.29703, -0.77249, 1.35721], [0.51761, -0.71615, 0.29201], [0.70211, -1.22275, 2.62555], [-0.55311, -1.81785, 2.84610], [-1.06191, -1.84433, 4.14446], [-0.31790, -1.23083, 5.16760], [0.93017, -0.62107, 4.94553], [1.42700, -0.68202, 3.66063], [-1.08977, -2.25745, 2.02425], [-2.02281, -2.32428, 4.37510], [-0.71737, -1.22761, 6.16959], [1.53511, -0.11029, 5.69187]], "atomic_forces_ev_per_a": [[0.059, -0.120, -0.350], [0.486, -0.560, 0.630], [0.218, -0.575, 0.737], [-0.238, -0.670, 0.137], [0.142, 0.188, 0.178], [0.177, -0.079, -0.406], [-0.422, 0.073, -0.161], [0.385, 0.268, 0.029], [0.069, -0.292, -0.024], [-0.159, -0.402, 0.105], [0.150, -0.457, -0.091], [0.131, -0.324, 0.027], [-0.090, 0.022, -0.178], [-0.038, 0.588, -0.247], [-0.324, -0.328, -0.103], [-0.293, -0.325, -0.315], [0.051, 1.985, -0.231], [0.012, -0.307, 0.020], [0.286, -0.439, 0.128], [0.012, 0.226, 0.043], [-0.081, -0.356, 0.280], [0.097, 0.257, -0.026], [-0.061, -0.398, -0.205], [-0.141, 0.296, -0.152], [-0.096, -0.285, 0.160], [0.032, -0.398, -0.065], [-0.118, 0.219, -0.155], [-0.435, 0.535, -0.105], [0.135, 0.205, -0.113], [-1.231, 1.766, 5.169], [0.338, -0.534, -3.703], [0.149, -1.763, -1.231], [2.578, 0.130, 2.956], [-1.885, 1.265, -1.378], [-2.142, 0.502, -0.914], [0.832, 0.121, -0.191], [1.844, -0.350, -0.329], [-1.015, 0.066, -0.237], [0.387, 0.199, 0.314], [0.534, 0.126, -0.083], [0.361, 0.138, 0.055], [-0.029, -0.361, -0.138], [-0.498, 0.045, 0.029], [-0.189, 0.010, -0.007], [0.541, 0.281, -0.159], [-0.071, 0.035, 0.109], [-0.451, -0.224, 0.189]]}